Record 1
The following is a DFT calculation (wB97M-V/def2-TZVPD) of a structure of composition C18H45CrLi2N3O12PS2 in a non-equilibrium geometry.

Last column: Löwdin spin population.
Positions of all 84 atoms, in Å:
Cr: 13.00 -2.64 -9.11  2.82
Li: 14.65 -4.03 -6.37  0.00
Li: 13.08 -6.29 -10.29  0.00
P: 14.46 -4.48 -9.64  0.01
O: 12.90 -4.53 -9.73  0.02
O: 14.29 -4.02 -8.17  0.03
O: 14.49 -3.10 -10.30  0.01
O: 14.91 -5.80 -10.26  0.00
S: 13.13 -1.61 -6.67  0.01
O: 12.73 -0.32 -6.16  0.00
O: 13.79 -2.48 -5.68  0.00
O: 12.03 -2.30 -7.41  0.02
O: 14.06 -1.43 -7.82  0.03
S: 11.49 -0.97 -10.65  0.01
O: 12.87 -0.85 -10.08  0.03
O: 10.58 -0.01 -10.07  0.00
O: 11.60 -0.95 -12.09  0.00
O: 11.30 -2.35 -10.12  -0.01
C: 18.45 -2.79 -6.77  0.00
C: 16.94 -3.03 -6.50  0.00
N: 16.56 -4.32 -5.93  0.00
C: 16.95 -5.38 -6.88  0.00
C: 16.37 -6.75 -6.52  0.00
C: 16.98 -4.61 -4.56  0.00
C: 16.86 -3.42 -3.60  0.00
H: 18.82 -3.36 -7.62  0.00
H: 19.03 -3.00 -5.86  0.00
H: 18.57 -1.75 -7.08  0.00
H: 16.67 -2.23 -5.80  0.00
H: 16.39 -2.68 -7.38  0.00
H: 18.02 -5.48 -7.12  0.00
H: 16.46 -5.01 -7.79  0.00
H: 15.28 -6.72 -6.55  0.00
H: 16.79 -7.17 -5.60  0.00
H: 16.74 -7.48 -7.25  0.00
H: 16.35 -5.43 -4.21  0.00
H: 18.03 -4.93 -4.64  0.00
H: 17.30 -3.74 -2.65  0.00
H: 17.43 -2.53 -3.84  0.00
H: 15.81 -3.13 -3.53  0.00
C: 15.86 -4.49 -13.26  0.00
C: 16.80 -3.45 -13.80  0.00
N: 16.30 -2.65 -14.94  0.00
C: 17.26 -1.61 -15.24  0.00
C: 16.61 -0.50 -16.08  0.00
C: 16.00 -3.51 -16.09  0.00
C: 14.51 -3.39 -16.39  0.00
H: 14.98 -4.09 -12.76  0.00
H: 16.36 -4.97 -12.41  0.00
H: 15.51 -5.23 -13.98  0.00
H: 17.11 -2.81 -12.97  0.00
H: 17.77 -3.87 -14.13  0.00
H: 17.68 -1.15 -14.34  0.00
H: 18.15 -2.01 -15.76  0.00
H: 15.89 0.06 -15.50  0.00
H: 17.40 0.16 -16.47  0.00
H: 16.13 -0.79 -17.02  0.00
H: 16.13 -4.56 -15.81  0.00
H: 16.66 -3.28 -16.93  0.00
H: 14.12 -3.99 -17.22  0.00
H: 14.26 -2.34 -16.58  0.00
H: 13.90 -3.66 -15.53  0.00
C: 13.10 -9.39 -9.55  0.00
C: 12.46 -9.02 -10.90  0.00
N: 11.84 -7.70 -10.96  0.00
C: 11.71 -7.22 -12.34  0.00
C: 13.03 -7.00 -13.09  0.00
C: 10.62 -7.66 -10.17  0.00
C: 10.08 -6.25 -9.95  0.00
H: 13.31 -8.48 -8.98  0.00
H: 14.06 -9.84 -9.81  0.00
H: 12.56 -10.18 -9.03  0.00
H: 13.31 -8.98 -11.59  0.00
H: 11.86 -9.88 -11.23  0.00
H: 11.00 -7.85 -12.91  0.00
H: 11.06 -6.34 -12.37  0.00
H: 12.76 -6.41 -13.96  0.00
H: 13.80 -6.58 -12.45  0.00
H: 13.34 -7.95 -13.53  0.00
H: 10.85 -8.00 -9.15  0.00
H: 9.83 -8.35 -10.48  0.00
H: 9.75 -5.75 -10.87  0.00
H: 10.77 -5.49 -9.56  0.00
H: 9.20 -6.20 -9.31  0.00

Summary:
- ΔE to the lowest compared entry with this formula, charge and spin: 0.0 kJ/mol
- Molar mass: 656.55 g/mol
- Net charge: -2
- Multiplicity: 4
- LUMO level (spin up / spin down): 3.314 / 3.314 eV
- F_max: 5.9 eV/Å
- Kohn-Sham gap (spin up / spin down): 4.182 / 5.130 eV


Record 2
The following is a DFT calculation (wB97M-V/def2-TZVPD) of a structure of composition C18H45F8K2N4O28P3S8 in a non-equilibrium geometry.

Last column: Mulliken charge in e.
Positions of all 116 atoms, in Å:
K: -18.25 4.95 5.15  0.89
K: -15.46 4.20 6.95  1.03
N: -17.97 4.38 7.78  -0.07
S: -18.31 5.54 9.02  0.70
O: -17.68 5.30 10.31  -0.34
O: -19.60 6.29 8.89  -0.62
F: -17.23 6.64 8.42  -0.45
S: -18.96 3.35 8.41  0.88
O: -20.37 3.42 8.10  -0.57
O: -18.47 2.72 9.63  -0.52
F: -18.49 2.18 7.43  -0.32
N: -21.85 1.88 11.29  -0.42
S: -20.74 1.33 12.51  1.11
O: -21.34 0.98 13.75  -0.65
O: -19.37 1.79 12.51  -0.45
F: -20.53 -0.15 11.87  -0.32
S: -21.62 3.33 11.62  0.94
O: -20.35 3.87 11.10  -0.10
O: -22.14 3.87 12.87  -0.63
F: -22.62 3.89 10.47  -0.36
N: -14.63 4.31 11.96  -0.10
S: -14.03 5.18 10.64  0.99
O: -14.15 4.47 9.42  -0.65
O: -12.84 6.02 10.78  -0.62
F: -15.17 6.30 10.53  -0.15
S: -13.41 3.44 12.13  1.03
O: -12.31 4.11 12.85  -0.68
O: -13.13 2.37 11.18  -0.57
F: -14.18 2.66 13.37  -0.32
N: -16.41 3.38 4.36  -0.11
S: -15.45 3.90 3.04  1.07
O: -15.85 3.48 1.71  -0.57
O: -14.05 4.04 3.30  -0.59
F: -15.79 5.47 2.92  -0.31
S: -16.42 1.90 3.87  0.94
O: -15.19 1.25 3.42  -0.58
O: -17.65 1.52 3.15  -0.63
F: -16.61 1.26 5.35  -0.16
C: -18.47 -3.08 11.98  -1.34
C: -17.69 -1.73 12.15  0.22
O: -16.27 -1.97 12.07  -0.21
P: -15.25 -0.70 12.05  1.07
O: -15.80 0.48 12.81  -0.73
O: -13.84 -1.43 12.69  -0.39
C: -13.32 -2.58 12.09  -0.16
C: -13.71 -3.74 13.02  -1.11
O: -15.02 -0.51 10.41  -0.48
C: -15.38 0.72 9.75  -0.16
C: -16.10 0.37 8.41  -0.90
H: -19.40 -3.17 12.54  0.36
H: -18.80 -3.17 10.94  0.31
H: -17.96 -4.00 12.27  0.36
H: -17.96 -1.08 11.32  0.06
H: -17.91 -1.31 13.12  0.27
H: -13.84 -2.73 11.14  0.19
H: -12.24 -2.53 11.99  0.41
H: -14.76 -3.91 13.22  0.21
H: -13.32 -4.61 12.50  0.35
H: -13.22 -3.76 14.00  0.32
H: -16.03 1.41 10.28  0.38
H: -14.49 1.26 9.44  0.29
H: -17.13 0.06 8.57  0.32
H: -16.11 1.33 7.89  -0.08
H: -15.53 -0.26 7.73  0.41
C: -15.72 10.41 10.08  -1.38
C: -16.62 9.42 10.83  0.74
O: -17.29 10.18 11.84  -0.31
P: -18.09 9.43 13.04  0.71
O: -17.23 8.40 13.74  -0.73
O: -19.39 8.81 12.30  0.24
C: -20.35 8.08 13.01  -0.55
C: -21.26 7.41 12.00  -0.71
O: -18.62 10.62 14.09  -0.44
C: -17.69 11.50 14.69  -0.19
C: -17.23 10.87 16.00  -1.02
H: -15.13 10.98 10.80  0.38
H: -15.00 9.93 9.42  0.35
H: -16.31 11.01 9.38  0.29
H: -17.42 9.00 10.22  -0.39
H: -16.00 8.55 11.06  0.30
H: -19.95 7.40 13.76  0.43
H: -20.91 8.80 13.60  0.30
H: -21.99 8.04 11.50  0.29
H: -20.65 6.93 11.23  -0.07
H: -21.77 6.61 12.55  0.40
H: -16.85 11.61 14.00  0.21
H: -18.17 12.46 14.90  0.29
H: -18.03 10.66 16.71  0.26
H: -16.73 9.94 15.70  0.27
H: -16.44 11.44 16.49  0.37
C: -20.47 10.22 3.63  -1.05
C: -21.10 8.81 3.68  -0.12
O: -21.82 8.65 4.94  -0.34
P: -21.13 8.13 6.36  0.29
O: -19.85 7.34 6.15  -0.16
O: -21.00 9.53 7.23  -0.34
C: -20.54 9.47 8.57  1.19
C: -19.38 10.37 8.88  -1.05
O: -22.30 7.29 7.06  -0.09
C: -22.58 5.97 6.58  0.08
C: -24.12 5.96 6.17  -1.30
H: -21.25 10.97 3.69  0.29
H: -19.74 10.38 4.43  0.26
H: -20.06 10.38 2.63  0.40
H: -21.92 8.58 3.01  0.27
H: -20.33 8.03 3.73  0.18
H: -21.47 9.63 9.12  0.27
H: -20.37 8.40 8.70  -0.64
H: -19.31 10.38 9.97  0.16
H: -18.35 10.19 8.54  0.17
H: -19.70 11.36 8.56  0.40
H: -22.04 5.52 5.75  0.19
H: -22.57 5.27 7.42  0.19
H: -24.50 5.00 5.84  0.40
H: -24.64 6.15 7.11  0.31
H: -24.37 6.73 5.44  0.31

Summary:
- Molar mass: 1345.20 g/mol
- Net charge: -2
- LUMO level: 2.376 eV
- F_max: 8.7 eV/Å
- Kohn-Sham gap: 7.093 eV


Record 3
The following is a DFT calculation (wB97M-V/def2-TZVPD) of a structure of composition C18H45HfN3Na3O14S2 in a non-equilibrium geometry.

Last column: Mulliken charge in e.
Positions of all 86 atoms, in Å:
Hf: -2.02 -2.59 1.73  1.47
Na: 6.76 0.51 -4.50  0.98
Na: 5.97 -3.69 1.19  1.00
Na: 3.45 -4.65 -3.53  0.99
S: 2.24 -0.15 -0.15  1.23
O: 0.80 -0.16 -0.45  -0.40
O: 1.97 -1.23 0.78  -0.46
O: 3.15 -0.77 -1.10  -0.67
O: 2.60 1.15 0.36  -0.52
S: 0.71 -6.83 0.30  1.22
O: 2.11 -6.67 0.15  -0.61
O: 0.05 -5.80 -0.43  -0.41
O: 0.22 -8.11 -0.04  -0.50
O: 0.21 -6.29 1.58  -0.38
C: -4.99 -5.73 0.05  -0.78
O: -4.77 -4.58 -0.76  -0.23
C: -5.92 -4.44 -1.72  -0.65
C: -5.98 -3.01 -2.31  -0.51
N: -4.65 -2.40 -2.41  -0.29
C: -4.02 -2.80 -3.70  -0.73
C: -4.50 -2.02 -4.93  -0.57
O: -4.15 -0.61 -4.69  -0.30
C: -4.65 0.32 -5.64  -0.71
H: -5.74 -5.59 0.84  0.32
H: -4.08 -6.00 0.58  0.20
H: -5.21 -6.60 -0.58  0.32
H: -6.93 -4.59 -1.34  0.40
H: -5.76 -5.05 -2.61  0.30
H: -6.66 -2.45 -1.68  0.48
H: -6.44 -3.06 -3.30  0.20
H: -4.86 -1.42 -2.55  0.33
H: -4.17 -3.84 -4.00  0.31
H: -2.93 -2.77 -3.60  0.36
H: -5.56 -2.15 -5.11  0.34
H: -3.85 -2.29 -5.77  0.42
H: -5.74 0.31 -5.61  0.30
H: -4.34 -0.06 -6.61  0.29
H: -4.25 1.30 -5.38  0.21
C: -0.22 -2.07 5.92  -0.78
O: -0.69 -1.06 4.99  -0.28
C: -0.82 0.15 5.79  -0.56
C: -0.96 1.36 4.95  -0.84
N: -2.11 1.18 3.99  -0.27
C: -2.22 2.40 3.10  -0.56
C: -3.75 2.63 2.70  -0.65
O: -4.20 1.85 1.63  -0.31
C: -5.61 1.93 1.42  -0.78
H: 0.75 -2.01 6.41  0.29
H: -0.35 -3.04 5.45  0.23
H: -0.95 -2.11 6.74  0.35
H: 0.08 0.38 6.35  0.34
H: -1.69 0.00 6.43  0.39
H: -0.03 1.60 4.43  0.42
H: -1.17 2.13 5.69  0.41
H: -2.89 1.16 4.63  0.26
H: -1.68 2.32 2.16  0.28
H: -2.02 3.23 3.78  0.39
H: -3.74 3.68 2.41  0.37
H: -4.44 2.52 3.54  0.42
H: -6.21 1.33 2.11  0.31
H: -5.90 1.69 0.40  0.25
H: -5.86 2.99 1.48  0.34
C: 7.07 2.16 2.24  -0.68
O: 7.29 1.54 0.91  -0.31
C: 8.21 2.22 0.02  -0.54
C: 7.82 3.69 -0.39  -0.82
N: 6.63 3.86 -1.21  -0.26
C: 6.38 5.24 -1.56  -0.64
C: 4.92 5.34 -2.15  -0.58
O: 4.69 4.50 -3.24  -0.31
C: 3.33 4.25 -3.34  -0.70
H: 6.45 3.06 2.21  0.26
H: 8.05 2.40 2.66  0.36
H: 6.52 1.37 2.75  0.19
H: 8.38 1.64 -0.88  0.24
H: 9.22 2.41 0.40  0.40
H: 8.62 4.17 -0.96  0.48
H: 7.69 4.22 0.56  0.39
H: 5.85 3.57 -0.65  0.20
H: 7.02 5.42 -2.42  0.33
H: 6.50 5.73 -0.59  0.40
H: 4.85 6.37 -2.49  0.36
H: 4.29 5.09 -1.30  0.41
H: 3.12 3.94 -4.36  0.27
H: 2.66 5.03 -2.99  0.34
H: 3.06 3.34 -2.79  0.23

Summary:
- Molar mass: 839.16 g/mol
- Net charge: +3
- LUMO level: -10.874 eV
- F_max: 5.5 eV/Å
- Kohn-Sham gap: 2.673 eV


Record 4
The following is a DFT calculation (wB97M-V/def2-TZVPD) of a structure of composition C18H45N3Na6O10P in a non-equilibrium geometry.

Last column: Mulliken charge in e.
Positions of all 83 atoms, in Å:
Na: 1.82 -3.42 -0.84  0.88
Na: 2.00 0.78 -0.48  0.85
Na: -1.46 -3.40 -1.93  0.83
Na: -1.65 1.16 -1.39  0.73
Na: 1.58 -0.85 -3.80  0.82
Na: -0.71 -0.20 1.13  0.82
P: 0.19 -1.15 -1.37  1.23
O: 0.55 0.19 -2.09  -0.78
O: 0.45 -2.34 -2.42  -1.26
O: -1.27 -1.25 -0.82  -1.10
O: 1.10 -1.36 -0.12  -1.02
C: 5.54 -0.32 5.36  -0.69
O: 5.15 -0.50 4.04  -0.36
C: 3.80 -0.33 3.86  -0.20
C: 3.23 -1.23 2.77  -0.75
N: 1.73 -1.28 2.65  0.08
C: 0.95 -2.25 3.47  -0.16
C: 1.09 -2.20 5.06  -0.80
O: 0.50 -1.07 5.72  -0.34
C: 0.90 -1.01 7.13  -0.80
H: 5.54 0.75 5.57  0.34
H: 6.51 -0.75 5.62  0.30
H: 4.79 -0.61 6.10  0.24
H: 3.66 0.73 3.68  0.28
H: 3.20 -0.35 4.77  0.10
H: 3.58 -2.26 2.85  0.28
H: 3.66 -0.82 1.86  0.30
H: 1.45 -1.37 1.69  0.27
H: 1.20 -3.22 3.03  0.38
H: -0.12 -2.13 3.28  -0.13
H: 2.16 -2.27 5.30  0.41
H: 0.75 -3.09 5.60  0.53
H: 0.44 -0.09 7.47  0.29
H: 1.95 -1.04 7.40  0.28
H: 0.38 -1.70 7.80  0.36
C: -2.48 -2.26 -4.52  -0.68
O: -3.36 -2.56 -3.49  -0.39
C: -4.04 -1.54 -2.78  0.14
C: -4.76 -1.99 -1.47  -1.10
N: -3.70 -2.35 -0.54  0.18
C: -4.16 -2.80 0.79  -0.86
C: -2.96 -3.03 1.71  -0.70
O: -2.45 -1.84 2.34  0.11
C: -3.42 -1.21 3.16  -1.02
H: -2.67 -3.02 -5.28  0.35
H: -1.43 -2.19 -4.24  0.17
H: -2.79 -1.35 -5.04  0.36
H: -4.87 -1.15 -3.38  0.59
H: -3.36 -0.76 -2.44  -0.23
H: -5.35 -2.84 -1.80  0.34
H: -5.47 -1.25 -1.10  0.40
H: -2.80 -1.93 -0.68  0.32
H: -4.69 -3.74 0.61  0.43
H: -4.88 -2.17 1.33  0.41
H: -2.07 -3.52 1.32  0.19
H: -3.11 -3.76 2.51  0.48
H: -4.06 -0.67 2.46  0.35
H: -2.81 -0.54 3.76  0.28
H: -4.02 -1.88 3.78  0.34
C: 0.84 7.12 -1.40  -0.76
O: 1.07 5.76 -1.43  -0.30
C: 2.07 5.26 -2.37  -0.74
C: 2.19 3.68 -2.32  -0.62
N: 0.97 2.91 -2.61  0.15
C: 0.55 3.12 -3.97  -0.50
C: -0.62 2.22 -4.44  -0.88
O: -0.21 1.02 -5.08  -0.11
C: 0.24 1.22 -6.49  -1.03
H: 0.78 7.46 -2.44  0.33
H: 1.56 7.72 -0.84  0.29
H: -0.11 7.33 -0.92  0.24
H: 3.04 5.70 -2.14  0.44
H: 1.79 5.62 -3.36  0.39
H: 2.55 3.32 -1.35  0.31
H: 3.08 3.44 -2.90  0.40
H: 0.98 1.93 -2.38  0.21
H: 1.44 2.99 -4.59  0.47
H: 0.21 4.15 -4.06  0.31
H: -1.08 2.71 -5.30  0.54
H: -1.50 1.92 -3.86  0.15
H: 1.18 1.77 -6.49  0.36
H: -0.41 1.84 -7.10  0.40
H: 0.47 0.37 -7.13  0.34

Summary:
- ΔE to the lowest compared entry with this formula, charge and spin: 255.6 kJ/mol
- Molar mass: 632.48 g/mol
- Net charge: +3
- LUMO level: -9.264 eV
- F_max: 3.1 eV/Å
- Kohn-Sham gap: 5.950 eV


Record 5
The following is a DFT calculation (wB97M-V/def2-TZVPD) of a structure of composition C18H45N3NaO10S in a non-equilibrium geometry.

Last column: Mulliken charge in e.
Positions of all 78 atoms, in Å:
Na: 0.47 1.04 -0.58  0.68
S: 1.82 3.56 3.42  1.02
O: 1.16 3.18 4.63  -0.74
O: 3.14 2.88 3.32  -0.70
O: 0.97 3.54 2.24  -0.68
O: 2.01 4.90 3.90  -0.76
C: 1.21 2.79 -3.14  -0.93
O: 1.24 1.39 -3.09  -0.11
C: 0.77 0.62 -4.20  -0.63
C: 1.08 -0.87 -3.99  -0.71
N: 0.33 -1.52 -2.94  -0.13
C: 0.84 -2.88 -2.74  -0.72
C: 0.17 -3.64 -1.60  -0.29
O: 0.29 -5.08 -1.67  -0.36
C: -0.10 -5.89 -0.55  -0.64
H: 0.23 3.26 -3.09  0.34
H: 1.63 3.29 -4.02  0.35
H: 1.72 3.13 -2.23  0.35
H: 1.22 0.99 -5.12  0.38
H: -0.32 0.71 -4.25  0.32
H: 2.14 -0.93 -3.74  0.33
H: 0.76 -1.44 -4.85  0.47
H: -0.63 -1.67 -3.21  0.21
H: 1.85 -2.76 -2.34  0.27
H: 0.89 -3.49 -3.64  0.33
H: -0.90 -3.44 -1.58  0.22
H: 0.45 -3.35 -0.58  0.35
H: 0.20 -6.92 -0.74  0.23
H: -1.17 -5.73 -0.47  0.28
H: 0.47 -5.61 0.34  0.26
C: 5.89 3.48 0.47  -0.64
O: 6.30 2.24 1.07  -0.36
C: 6.40 1.16 0.13  -0.67
C: 5.03 0.43 -0.31  -0.49
N: 4.19 -0.05 0.74  -0.04
C: 4.53 -1.32 1.33  -0.56
C: 3.90 -1.56 2.73  -0.77
O: 2.50 -1.79 2.89  -0.25
C: 1.98 -1.72 4.20  -0.79
H: 5.00 3.77 1.03  0.24
H: 5.47 3.34 -0.53  0.27
H: 6.72 4.18 0.46  0.25
H: 7.02 0.52 0.76  0.31
H: 7.11 1.29 -0.69  0.42
H: 5.39 -0.35 -0.98  0.43
H: 4.42 1.08 -0.94  0.13
H: 4.16 0.63 1.48  0.16
H: 5.60 -1.53 1.42  0.32
H: 4.20 -2.13 0.68  0.30
H: 4.27 -0.85 3.47  0.45
H: 4.32 -2.51 3.08  0.36
H: 0.92 -1.97 4.20  0.21
H: 2.08 -0.76 4.71  0.36
H: 2.54 -2.42 4.82  0.33
C: -6.99 1.12 3.67  -0.75
O: -5.82 1.27 2.78  -0.34
C: -5.10 0.04 2.65  -0.45
C: -4.00 0.20 1.63  -0.93
N: -4.31 0.63 0.26  -0.26
C: -5.22 -0.25 -0.45  -0.63
C: -5.49 0.27 -1.90  -0.56
O: -6.25 1.44 -1.86  -0.33
C: -6.25 2.27 -2.97  -0.74
H: -7.86 0.79 3.10  0.28
H: -7.42 2.01 4.15  0.28
H: -6.79 0.34 4.40  0.30
H: -5.77 -0.75 2.31  0.33
H: -4.74 -0.19 3.66  0.47
H: -3.36 -0.68 1.68  0.39
H: -3.43 1.07 1.94  0.40
H: -4.95 1.41 0.35  0.29
H: -6.11 -0.53 0.13  0.26
H: -4.63 -1.16 -0.44  0.42
H: -5.98 -0.41 -2.60  0.45
H: -4.53 0.35 -2.42  0.31
H: -6.25 1.69 -3.89  0.32
H: -5.48 3.02 -2.82  0.27
H: -7.16 2.85 -3.07  0.24

Summary:
- ΔE to the lowest compared entry with this formula, charge and spin: 841.5 kJ/mol
- Molar mass: 518.63 g/mol
- Net charge: -1
- LUMO level: 1.001 eV
- F_max: 7.2 eV/Å
- Kohn-Sham gap: 1.928 eV